# C20H54N2O11S8

A structure of composition C20H54N2O11S8 in a non-equilibrium geometry (ωB97M-V/def2-TZVPD, the OMol25 dataset).

Element x y z (Å)
C1 4.667 -2.017 -1.340
C2 3.757 -1.374 -2.365
S1 3.139 -2.501 -3.656
C3 2.558 -3.881 -2.629
C4 1.330 -4.556 -3.199
N1 1.476 -4.888 -4.576
O1 1.205 -5.785 -2.399
S2 0.446 -5.387 -1.016
O2 1.385 -5.402 0.026
O3 -0.705 -6.165 -0.878
O4 0.070 -3.869 -1.385
C5 0.006 -3.917 -2.831
C6 -0.490 -2.712 -3.593
C7 -1.476 -1.822 -2.851
O5 -0.810 -0.836 -2.065
C8 -2.499 -2.516 -1.981
N2 -3.894 -2.314 -2.470
H1 5.688 -2.096 -1.686
H2 4.690 -1.358 -0.481
H3 4.313 -2.972 -0.984
H4 4.292 -0.555 -2.816
H5 2.888 -0.962 -1.873
H6 3.328 -4.635 -2.547
H7 2.370 -3.497 -1.639
H8 1.318 -4.066 -5.160
H9 0.742 -5.550 -4.817
H10 -0.704 -4.713 -3.065
H11 -0.900 -3.051 -4.533
H12 0.367 -2.096 -3.847
H13 -2.042 -1.282 -3.609
H14 -0.087 -0.475 -2.605
H15 -2.337 -3.581 -1.854
H16 -2.461 -2.053 -1.007
H17 -4.489 -2.499 -1.668
H18 -4.107 -3.090 -3.092
C9 4.060 3.656 -1.983
S3 5.289 2.640 -1.152
O6 4.950 1.222 -1.457
C10 4.704 2.954 0.514
H19 4.216 3.562 -3.056
H20 3.061 3.305 -1.723
H21 4.189 4.696 -1.685
H22 3.666 2.643 0.601
H23 4.807 4.016 0.740
H24 5.309 2.375 1.205
C11 2.375 2.050 5.439
S4 2.208 2.108 3.650
O7 3.576 1.956 3.081
C12 1.779 3.848 3.547
H25 2.682 1.043 5.715
H26 3.131 2.766 5.759
H27 1.413 2.277 5.899
H28 2.570 4.451 3.993
H29 0.835 4.019 4.060
H30 1.667 4.111 2.499
C13 -2.520 -0.802 3.938
S5 -2.023 -0.964 2.220
O8 -3.271 -1.027 1.408
C14 -1.395 -2.642 2.352
H31 -2.983 0.171 4.070
H32 -3.237 -1.582 4.191
H33 -1.641 -0.873 4.578
H34 -2.188 -3.302 2.706
H35 -0.549 -2.658 3.039
H36 -1.067 -2.956 1.363
C15 -6.472 1.289 5.231
S6 -5.323 1.413 6.607
O9 -4.159 0.550 6.276
C16 -6.334 0.503 7.781
H37 -6.011 1.763 4.366
H38 -6.669 0.240 5.012
H39 -7.396 1.809 5.483
H40 -6.542 -0.493 7.389
H41 -7.262 1.046 7.957
H42 -5.776 0.423 8.711
C17 -2.252 6.308 1.246
S7 -1.175 6.749 2.615
O10 0.151 6.134 2.338
C18 -1.991 5.710 3.835
H43 -1.889 6.821 0.358
H44 -2.221 5.230 1.088
H45 -3.268 6.634 1.466
H46 -1.980 4.673 3.500
H47 -3.015 6.054 3.976
H48 -1.444 5.802 4.771
C19 2.297 0.027 -6.132
S8 0.720 -0.827 -6.156
O11 1.014 -2.281 -6.288
C20 0.214 -0.265 -7.784
H49 2.799 -0.232 -5.203
H50 2.900 -0.296 -6.980
H51 2.123 1.103 -6.171
H52 0.956 -0.569 -8.521
H53 0.106 0.819 -7.772
H54 -0.745 -0.725 -8.015

Summary:
Frontier orbital gap ... 8.21 eV
HOMO energy ... -0.297 hartree
Multiplicity ... 1
Charge ... 0

# C40H78Br2N5O20PS8

A cluster of 7 separate species, C40H78Br2N5O20PS8 in total in a non-equilibrium geometry (ωB97M-V/def2-TZVPD, the OMol25 dataset).

Element x y z (Å)
C1 8.138 0.200 2.124
C2 6.641 -0.264 2.030
C3 5.675 0.929 2.132
C4 4.171 0.502 2.060
C5 3.463 0.980 0.790
C6 3.380 2.321 0.469
P1 4.100 3.659 1.534
S1 3.644 3.532 3.425
C7 2.684 2.692 -0.767
C8 2.561 4.183 -1.075
C9 1.553 4.791 -0.059
O1 1.864 6.180 0.188
C10 0.076 4.660 -0.509
N1 -0.749 4.062 0.574
C11 2.176 1.730 -1.579
Br1 1.275 2.249 -3.201
C12 2.248 0.334 -1.272
N2 1.702 -0.536 -2.164
C13 1.801 -1.773 -1.733
C14 1.195 -2.840 -2.656
Br2 -0.774 -2.680 -2.697
C15 1.775 -2.746 -4.109
C16 1.094 -1.705 -5.020
C17 2.401 -2.184 -0.493
C18 2.446 -3.644 -0.018
C19 1.164 -4.006 0.832
S2 0.065 -2.556 0.996
C20 -1.245 -3.024 2.085
N3 -1.261 -3.610 3.227
N4 -2.599 -3.646 3.577
C21 -3.280 -3.096 2.659
O2 -2.479 -2.664 1.635
N5 2.957 -1.315 0.324
C22 2.877 -0.015 -0.071
H1 8.778 -0.314 1.393
H2 8.222 1.278 1.911
H3 8.506 0.038 3.147
H4 6.486 -0.952 2.875
H5 6.552 -0.780 1.060
H6 5.803 1.408 3.118
H7 5.938 1.639 1.338
H8 4.158 -0.590 2.154
H9 3.600 0.890 2.916
H10 3.725 4.932 1.069
H11 5.499 3.572 1.317
H12 2.158 4.389 -2.070
H13 3.531 4.679 -0.930
H14 1.622 4.295 0.930
H15 1.538 6.374 1.074
H16 -0.306 5.688 -0.652
H17 -0.063 4.067 -1.421
H18 -1.686 3.894 0.213
H19 -0.856 4.760 1.306
H20 1.400 -3.856 -2.317
H21 1.555 -3.733 -4.556
H22 2.870 -2.648 -4.104
H23 0.083 -1.994 -5.330
H24 1.076 -0.690 -4.604
H25 1.695 -1.650 -5.947
H26 2.604 -4.341 -0.846
H27 3.317 -3.704 0.647
H28 0.645 -4.891 0.442
H29 1.541 -4.287 1.826
H30 -4.352 -2.935 2.635
O3 -3.030 3.768 -2.231
S3 -4.327 3.849 -2.831
O4 -5.513 3.835 -2.036
O5 -4.441 2.727 -3.958
C23 -4.141 1.367 -3.592
C24 -5.289 0.714 -2.847
C25 -4.382 5.244 -3.907
H31 -3.217 1.323 -3.012
H32 -3.963 0.833 -4.524
H33 -5.429 1.167 -1.865
H34 -5.094 -0.349 -2.705
H35 -6.224 0.835 -3.396
H36 -3.505 5.227 -4.550
H37 -4.378 6.138 -3.286
H38 -5.296 5.199 -4.493
O6 -6.454 -8.588 1.985
S4 -5.265 -9.253 2.420
O7 -5.124 -9.720 3.764
O8 -4.002 -8.348 2.051
C26 -3.985 -6.981 2.488
C27 -3.617 -6.867 3.955
C28 -4.902 -10.577 1.315
H39 -4.941 -6.494 2.286
H40 -3.230 -6.473 1.888
H41 -4.400 -7.279 4.592
H42 -3.472 -5.823 4.228
H43 -2.703 -7.421 4.172
H44 -4.955 -10.207 0.295
H45 -5.649 -11.352 1.475
H46 -3.910 -10.960 1.539
O9 0.827 7.503 -5.557
S5 2.002 6.816 -5.110
O10 2.066 6.219 -3.812
O11 3.260 7.768 -5.304
C29 3.202 9.089 -4.726
C30 3.465 9.066 -3.233
C31 2.453 5.606 -6.309
H47 2.245 9.563 -4.952
H48 3.976 9.672 -5.223
H49 2.655 8.570 -2.697
H50 3.554 10.082 -2.847
H51 4.382 8.519 -3.011
H52 2.458 6.071 -7.292
H53 1.710 4.811 -6.271
H54 3.435 5.213 -6.058
O12 -1.360 -9.880 0.219
S6 -0.231 -9.343 0.918
O13 0.944 -8.926 0.217
O14 0.190 -10.360 2.072
C32 0.431 -11.732 1.714
C33 1.792 -11.920 1.073
C34 -0.764 -8.034 1.967
H55 -0.366 -12.102 1.065
H56 0.383 -12.302 2.641
H57 1.837 -11.440 0.096
H58 2.006 -12.982 0.940
H59 2.573 -11.475 1.691
H60 -1.622 -8.372 2.539
H61 -1.040 -7.191 1.336
H62 0.056 -7.754 2.624
O15 -2.882 -2.310 9.218
S7 -2.021 -3.411 9.525
O16 -0.813 -3.223 10.267
O17 -1.685 -4.195 8.179
C35 -1.155 -3.444 7.069
C36 0.321 -3.145 7.245
C37 -2.965 -4.689 10.288
H63 -1.729 -2.528 6.915
H64 -1.293 -4.063 6.183
H65 0.486 -2.447 8.066
H66 0.729 -2.702 6.336
H67 0.874 -4.056 7.478
H68 -3.857 -4.869 9.694
H69 -3.237 -4.347 11.284
H70 -2.353 -5.585 10.355
O18 -2.629 10.375 -2.510
S8 -1.879 10.246 -3.723
O19 -0.649 10.952 -3.911
O20 -2.845 10.557 -4.958
C38 -3.579 11.792 -4.949
C39 -2.712 12.970 -5.350
C40 -1.617 8.542 -4.071
H71 -4.040 11.954 -3.972
H72 -4.387 11.672 -5.670
H73 -1.953 13.174 -4.596
H74 -3.321 13.867 -5.470
H75 -2.193 12.764 -6.287
H76 -2.564 8.015 -3.981
H77 -0.903 8.161 -3.343
H78 -1.211 8.446 -5.072

Summary:
Frontier orbital gap ... 7.66 eV
HOMO energy ... -0.314 hartree
Multiplicity ... 1
Charge ... 0

# C45H45BrF5N3O8PSSeTa

A structure of composition C45H45BrF5N3O8PSSeTa in a non-equilibrium geometry (ωB97M-V/def2-TZVPD, the OMol25 dataset).

Element x y z (Å)
Ta1 -0.748 0.612 -0.804
O1 -1.886 -1.636 2.726
C1 -0.657 -1.859 3.237
C2 -0.577 -2.104 4.606
C3 0.642 -2.359 5.207
C4 1.809 -2.373 4.454
C5 1.727 -2.125 3.093
C6 0.513 -1.866 2.468
C7 0.511 -1.657 0.975
O2 -0.435 -0.710 0.574
N1 0.198 -2.963 0.363
N2 -0.076 -2.964 -0.980
C8 0.410 -3.922 -1.658
C9 0.141 -4.144 -3.077
Br1 -1.290 -3.177 -3.836
C10 0.877 -5.026 -3.760
C11 0.838 -5.410 -5.180
C12 1.078 -6.745 -5.511
C13 1.090 -7.158 -6.833
C14 0.890 -6.236 -7.850
C15 0.673 -4.902 -7.535
C16 0.643 -4.493 -6.212
H1 -1.802 -1.245 1.842
H2 -1.495 -2.088 5.178
H3 0.681 -2.548 6.272
H4 2.764 -2.577 4.919
H5 2.625 -2.136 2.485
H6 1.494 -1.287 0.674
H7 0.916 -3.641 0.615
H8 1.094 -4.647 -1.204
H9 1.613 -5.561 -3.165
H10 1.246 -7.465 -4.719
H11 1.262 -8.200 -7.070
H12 0.912 -6.554 -8.884
H13 0.528 -4.174 -8.323
H14 0.468 -3.453 -5.980
C17 -5.135 -0.948 1.890
C18 -4.698 0.431 2.346
C19 -5.669 1.501 1.872
C20 -4.473 0.479 3.847
O3 -3.409 0.631 1.665
P1 -2.423 1.845 1.839
O4 -2.982 3.176 2.080
O5 -1.691 1.728 0.429
O6 -1.369 1.329 2.891
C21 -0.643 2.160 3.868
C22 -1.627 2.721 4.881
C23 0.310 1.177 4.524
C24 0.104 3.262 3.134
H15 -6.122 -1.173 2.296
H16 -4.430 -1.706 2.232
H17 -5.195 -0.978 0.801
H18 -6.650 1.317 2.314
H19 -5.763 1.467 0.786
H20 -5.329 2.492 2.167
H21 -5.393 0.206 4.367
H22 -4.197 1.487 4.162
H23 -3.686 -0.221 4.130
H24 -2.164 1.908 5.371
H25 -2.336 3.391 4.398
H26 -1.081 3.278 5.645
H27 -0.241 0.432 5.098
H28 0.993 1.706 5.190
H29 0.889 0.652 3.764
H30 -0.593 3.948 2.653
H31 0.762 2.828 2.381
H32 0.711 3.825 3.846
C25 2.425 3.189 -0.922
C26 2.254 2.035 0.017
O7 1.139 1.605 0.308
C27 3.457 1.444 0.646
C28 3.314 0.693 1.811
C29 4.422 0.125 2.412
C30 5.677 0.276 1.834
C31 5.826 1.017 0.670
C32 4.723 1.617 0.087
H33 1.453 3.568 -1.220
H34 2.972 2.877 -1.814
H35 3.009 3.970 -0.433
H36 2.328 0.576 2.240
H37 4.311 -0.437 3.330
H38 6.543 -0.181 2.297
H39 6.804 1.132 0.221
H40 4.849 2.204 -0.813
Se1 -0.696 2.531 -2.489
C33 -1.567 4.130 -1.864
C34 -2.698 4.156 -1.062
C35 -3.218 5.375 -0.648
C36 -2.629 6.566 -1.042
C37 -1.510 6.539 -1.865
C38 -0.980 5.326 -2.275
H41 -3.186 3.245 -0.761
H42 -4.090 5.378 -0.008
H43 -3.040 7.512 -0.714
H44 -1.047 7.462 -2.189
H45 -0.109 5.305 -2.919
S1 -2.693 -0.645 -1.565
C39 -3.804 0.619 -1.676
N3 -4.612 1.436 -1.782
F1 5.056 -1.062 -5.103
C40 4.021 -0.793 -4.312
C41 4.035 -1.183 -2.986
F2 5.085 -1.841 -2.494
C42 2.959 -0.898 -2.168
F3 3.010 -1.315 -0.896
C43 1.833 -0.214 -2.631
O8 0.804 0.033 -1.836
C44 1.840 0.158 -3.978
F4 0.786 0.775 -4.499
C45 2.918 -0.119 -4.801
F5 2.884 0.255 -6.079

Summary:
Frontier orbital gap ... 7.08 eV
HOMO energy ... -0.295 hartree
Multiplicity ... 1
Charge ... 0

# C38H43Cl2F6MnN9O4P

A structure of composition C38H43Cl2F6MnN9O4P in a non-equilibrium geometry (ωB97M-V/def2-TZVPD, the OMol25 dataset).

Element x y z (Å)
Mn1 -1.521 0.463 2.749
P1 -0.244 0.699 -0.716
F1 0.208 0.564 -2.256
F2 -0.716 -0.855 -0.624
F3 1.271 0.369 -0.184
F4 -0.773 0.762 0.829
F5 0.095 2.317 -0.743
F6 -1.757 0.964 -1.186
N1 -0.020 -4.297 -0.334
C1 -0.540 -5.559 -0.652
C2 -0.303 -6.281 -1.852
C3 0.372 -5.606 -2.862
C4 0.909 -4.356 -2.603
C5 0.544 -3.720 -1.410
H1 -1.065 -5.978 0.194
H2 -0.653 -7.278 -2.071
H3 0.539 -6.028 -3.842
H4 1.603 -3.838 -3.249
H5 1.043 -2.766 -1.316
N2 3.047 4.268 -2.026
C6 3.882 5.071 -2.731
C7 5.227 5.272 -2.350
C8 5.707 4.684 -1.131
C9 4.890 3.931 -0.401
C10 3.555 3.787 -0.845
H6 3.541 5.415 -3.696
H7 5.884 5.799 -3.026
H8 6.708 4.787 -0.740
H9 5.219 3.489 0.528
H10 2.859 3.263 -0.206
N3 -2.557 -1.273 1.972
C11 -3.200 -1.316 0.742
C12 -3.795 -2.422 0.182
C13 -3.922 -3.550 0.952
C14 -3.323 -3.599 2.218
C15 -2.651 -2.448 2.672
H11 -3.183 -0.359 0.240
H12 -4.271 -2.309 -0.781
H13 -4.559 -4.337 0.575
H14 -3.380 -4.527 2.767
H15 -2.259 -2.438 3.678
N4 -5.132 -2.099 -3.506
C16 -5.388 -3.419 -3.440
C17 -4.435 -4.415 -3.100
C18 -3.087 -4.006 -3.063
C19 -2.791 -2.629 -3.067
C20 -3.834 -1.729 -3.279
H16 -6.420 -3.730 -3.502
H17 -4.777 -5.430 -2.960
H18 -2.262 -4.690 -2.930
H19 -1.775 -2.316 -2.877
H20 -3.591 -0.684 -3.153
N5 -3.130 1.635 2.112
C21 -4.439 1.502 2.510
C22 -5.524 2.306 2.167
C23 -5.337 3.383 1.311
C24 -4.084 3.594 0.816
C25 -3.036 2.691 1.209
H21 -4.704 0.656 3.127
H22 -6.551 2.111 2.441
H23 -6.176 4.021 1.080
H24 -3.857 4.324 0.054
H25 -2.073 2.890 0.763
N6 -0.505 2.266 3.091
C26 0.622 2.704 2.388
C27 1.184 3.942 2.546
C28 0.660 4.820 3.510
C29 -0.458 4.432 4.247
C30 -1.019 3.173 3.998
H26 1.184 1.969 1.832
H27 2.095 4.202 2.028
H28 1.073 5.803 3.683
H29 -0.885 5.170 4.910
H30 -1.970 2.969 4.468
N7 0.272 -0.630 2.999
C31 0.570 -1.664 2.152
C32 1.609 -2.551 2.424
C33 2.451 -2.300 3.487
C34 2.216 -1.265 4.372
C35 1.094 -0.459 4.138
H31 -0.133 -1.947 1.382
H32 1.678 -3.377 1.731
H33 3.281 -2.983 3.595
H34 2.720 -1.228 5.326
H35 0.819 0.220 4.931
C36 3.250 0.353 -3.306
N8 3.951 -0.935 -3.153
O1 3.815 -1.655 -2.126
O2 4.651 -1.293 -4.084
H36 4.027 1.056 -3.609
H37 2.720 0.633 -2.396
H38 2.559 0.165 -4.128
C37 4.470 -0.092 1.304
N9 5.839 -0.731 1.409
O3 6.529 -0.762 0.387
O4 6.136 -1.286 2.468
H39 4.017 -0.172 2.292
H40 3.874 -0.651 0.582
H41 4.558 0.959 1.030
C38 0.200 3.319 -3.645
Cl1 -1.220 2.554 -4.442
Cl2 1.346 3.820 -4.973
H42 -0.005 4.156 -2.977
H43 0.715 2.565 -3.049

Summary:
Frontier orbital gap (spin up / spin down) ... 6.34 / 2.02 eV
<S²> ... 12.02
HOMO energy (spin up / spin down) ... -0.468 / -0.468 hartree
Multiplicity ... 7
Charge ... +2

# C4H13N2O

A cluster of 2 separate species, C4H13N2O in total in a non-equilibrium geometry (ωB97M-V/def2-TZVPD, the OMol25 dataset).

Element x y z (Å)
C1 -0.871 -1.934 0.808
C2 -1.130 -0.660 1.681
C3 -0.264 0.552 1.330
N1 -0.467 0.925 -0.092
C4 0.458 1.371 -1.001
N2 0.091 1.708 -2.235
H1 -1.429 -1.918 -0.247
H2 0.063 -2.138 0.428
H3 -1.239 -2.862 1.524
H4 -2.150 -0.185 1.604
H5 -1.024 -0.918 2.815
H6 -0.514 1.380 2.085
H7 0.844 0.428 1.463
H8 -1.325 0.487 -0.489
H9 1.511 1.297 -0.623
H10 0.767 2.241 -2.756
H11 -0.786 1.641 -2.599
H12 2.533 -0.762 -0.572
H13 2.777 -0.358 -1.911
O1 2.157 -0.294 -1.213

Summary:
Frontier orbital gap ... 11.21 eV
HOMO energy ... -0.530 hartree
Multiplicity ... 1
Charge ... +1